a:
The following is a quantum chemistry calculation of C8H10N4 in the gas phase, from OMol25.

```
! RIJCOSX wB97M-V def2-TZVPD def2/J DEFGRID3
* xyz 0 1
C -0.354 2.086 2.656
N 0.745 1.865 1.686
C 0.409 1.086 0.579
N 0.373 1.473 -0.636
C 0.125 0.296 -1.360
C -0.052 0.123 -2.767
C -0.275 -1.173 -3.241
C -0.352 -2.246 -2.364
C -0.208 -2.099 -0.966
C 0.003 -0.808 -0.530
N 0.186 -0.288 0.769
N 0.404 -1.017 1.900
H -0.501 1.085 3.097
H 0.004 2.690 3.512
H -1.275 2.457 2.183
H 1.183 2.735 1.354
H -0.082 1.015 -3.396
H -0.466 -1.337 -4.307
H -0.595 -3.234 -2.775
H -0.240 -2.969 -0.318
H -0.338 -0.947 2.597
H 1.307 -0.792 2.329
*
```

- LUMO: 0.764 eV
- SMILES: CNc1nc2ccccc2n1N
- HOMO energy: -0.3008 Ha
- Kohn-Sham gap: 0.3289 Ha



b:
The following is a quantum chemistry calculation of 2 unconnected molecules or ions with the total composition C8H10N4, from OMol25.

```
! RIJCOSX wB97M-V def2-TZVPD def2/J DEFGRID3
* xyz 0 1
C 1.463 -2.089 -0.484
C 0.765 -1.850 0.698
C 1.951 -1.102 -1.281
C 0.482 -0.484 0.952
C 1.648 0.271 -1.010
C 0.974 0.542 0.215
C 1.243 2.839 0.353
C -2.686 0.747 0.241
N -2.700 -2.710 -0.094
N -2.518 -1.575 -0.120
N 0.553 1.786 0.428
N -2.329 -0.457 -0.367
H 1.635 -3.104 -0.728
H 0.307 -2.486 1.445
H 2.535 -1.378 -2.130
H -0.091 -0.023 1.746
H 2.111 0.956 -1.724
H 0.650 3.812 0.285
H 2.368 2.968 0.225
H -3.427 1.307 -0.293
H -3.126 0.674 1.231
H -1.809 1.356 0.412
*
```

- LUMO: 0.575 eV
- HOMO energy: -0.3126 Ha
- Kohn-Sham gap: 0.3337 Ha



Here are the energies relative to the best structure, in kJ/mol: a 0.0; b 352.0.



a:
The following is a quantum chemistry calculation of C5H9NO in the gas phase, from OMol25.

```
! RIJCOSX wB97M-V def2-TZVPD def2/J DEFGRID3
* xyz 0 1
C -0.710 -0.375 -2.112
N -0.460 -0.738 -0.669
C 0.166 -1.571 0.191
O 0.557 -2.681 0.369
C 0.142 -0.169 0.571
C -0.745 0.532 1.584
C 1.383 0.697 0.378
H -0.120 0.580 -2.240
H -0.393 -1.098 -2.881
H -1.790 -0.049 -2.179
H -1.684 0.067 1.644
H -0.829 1.635 1.390
H -0.404 0.473 2.534
H 1.034 1.737 0.584
H 1.818 0.442 -0.484
H 2.034 0.517 1.321
*
```

- LUMO: 0.748 eV
- SMILES: CN1C(=O)C1(C)C
- HOMO energy: -0.3408 Ha
- Kohn-Sham gap: 0.3683 Ha



b:
The following is a quantum chemistry calculation of C5H9NO in the gas phase, from OMol25.

```
! RIJCOSX wB97M-V def2-TZVPD def2/J DEFGRID3
* xyz 0 1
C -1.658 -1.132 0.166
C -0.582 -0.324 -0.551
C -0.683 1.236 -0.491
C 0.620 1.304 0.357
C 0.772 -0.178 0.097
N 1.687 -1.052 0.069
O 2.893 -0.583 0.576
H -2.502 -1.322 -0.505
H -2.047 -0.625 1.053
H -1.260 -2.101 0.481
H -0.452 -0.752 -1.548
H -0.584 1.726 -1.462
H -1.579 1.624 0.001
H 0.450 1.555 1.408
H 1.434 1.931 -0.016
H 3.492 -1.309 0.364
*
```

- LUMO: 1.096 eV
- SMILES: C[C@H]1CC/C1=N\O
- HOMO energy: -0.3450 Ha
- Kohn-Sham gap: 0.3853 Ha



c:
The following is a quantum chemistry calculation of C5H9NO in the gas phase, from OMol25.

```
! RIJCOSX wB97M-V def2-TZVPD def2/J DEFGRID3
* xyz 0 1
C 1.889 -0.480 0.258
C 0.472 -0.921 0.134
C -0.632 -0.645 -1.197
C -0.673 -0.012 0.179
C -0.489 1.477 0.291
N -2.113 -0.566 0.551
O -2.886 0.281 0.942
H 2.563 -1.223 -0.179
H 2.081 0.483 -0.218
H 2.156 -0.399 1.318
H 0.316 -1.947 0.452
H -1.044 -1.613 -1.443
H -0.302 -0.034 -2.030
H -1.412 2.004 0.035
H -0.194 1.741 1.310
H 0.269 1.854 -0.402
*
```

- LUMO: 0.484 eV
- SMILES: C[C@@H]1C[C@@]1(C)N=O
- HOMO energy: -0.3177 Ha
- Kohn-Sham gap: 0.3355 Ha



d:
The following is a quantum chemistry calculation of C5H9NO in the gas phase, from OMol25.

```
! RIJCOSX wB97M-V def2-TZVPD def2/J DEFGRID3
* xyz 0 1
C -1.935 -0.291 -0.468
C -0.525 -0.411 0.113
C -0.477 -1.148 1.385
N -0.382 -1.730 2.382
C 0.225 0.927 0.235
C 1.721 0.729 -0.030
O 1.946 -0.029 -1.211
H -1.855 0.194 -1.446
H -2.603 0.303 0.163
H -2.375 -1.282 -0.615
H 0.049 -1.008 -0.603
H -0.189 1.629 -0.499
H 0.083 1.378 1.225
H 2.196 0.249 0.835
H 2.199 1.702 -0.180
H 2.181 -0.928 -0.957
*
```

- LUMO: 0.758 eV
- SMILES: C[C@H](C#N)CCO
- HOMO energy: -0.3974 Ha
- Kohn-Sham gap: 0.4253 Ha



Here are the energies relative to the best structure, in kJ/mol: a 185.4; b 174.6; c 334.2; d 0.0.



a:
The following is a quantum chemistry calculation of a gas-phase ion, C6H9N2S (charge +1), from OMol25.

```
! RIJCOSX wB97M-V def2-TZVPD def2/J DEFGRID3
* xyz 1 1
C 0.347 -0.785 -0.348
C 1.421 0.132 -0.367
C -1.465 1.245 0.251
C -3.732 -0.416 0.291
C -1.004 -0.523 -0.130
C 2.819 -0.333 -0.508
N -3.574 0.789 -0.543
N -2.586 1.398 -0.541
S -2.279 -1.586 0.040
H 0.720 -1.714 -0.532
H 1.423 1.211 -0.322
H -1.741 1.158 1.375
H -0.725 2.023 0.043
H -3.569 -0.153 1.333
H -4.723 -0.881 0.139
H 3.102 -0.423 0.582
H 3.033 -1.363 -0.880
H 3.323 0.568 -0.880
*
```

- LUMO (alpha / beta): -5.939 / -5.940 eV
- HOMO energy (alpha / beta): -0.4590 / -0.4590 Ha
- Kohn-Sham gap (alpha / beta): 0.2408 / 0.2407 Ha



b:
The following is a quantum chemistry calculation of a gas-phase ion, C6H9N2S (charge +1), from OMol25.

```
! RIJCOSX wB97M-V def2-TZVPD def2/J DEFGRID3
* xyz 1 1
C 1.733 -1.542 0.287
N 0.905 -0.478 -0.341
C 1.336 0.952 -0.535
C 0.405 1.767 0.011
N -0.748 1.190 0.638
C -2.055 1.206 0.184
C -2.568 0.102 -0.350
S -1.598 -1.348 -0.314
C -0.323 -0.448 0.498
H 2.204 -1.198 1.238
H 1.004 -2.399 0.384
H 2.528 -1.899 -0.401
H 0.451 -0.943 -1.241
H 2.328 1.193 -0.892
H 0.598 2.790 -0.009
H -2.530 2.140 -0.066
H -3.550 -0.256 -0.572
H -0.119 -0.828 1.480
*
```

- LUMO: -3.215 eV
- SMILES: C[N@@H+]1C=CN2C=CS[C@H]21
- HOMO energy: -0.4584 Ha
- Kohn-Sham gap: 0.3403 Ha



Here are the energies relative to the best structure, in kJ/mol: a 180.9; b 0.0.



a:
The following is a quantum chemistry calculation of a molecular structure, C3H6O2, from OMol25.

```
! RIJCOSX wB97M-V def2-TZVPD def2/J DEFGRID3
* xyz 0 1
O 1.420 -0.898 0.566
C 0.198 -0.262 0.702
C -0.067 1.159 0.128
O -1.343 0.688 -0.375
C -0.833 -0.625 -0.371
H 1.504 -1.076 -0.383
H -0.068 -0.284 1.767
H -0.147 2.026 0.795
H 0.596 1.385 -0.721
H -1.312 -1.469 -0.815
H -0.131 -0.956 -1.377
*
```

- LUMO: 0.959 eV
- HOMO energy: -0.3573 Ha
- Kohn-Sham gap: 0.3925 Ha



b:
The following is a quantum chemistry calculation of a molecular structure, C3H6O2, from OMol25.

```
! RIJCOSX wB97M-V def2-TZVPD def2/J DEFGRID3
* xyz 0 1
O -2.061 -0.300 -0.696
C -1.028 -0.477 -0.049
C -0.604 0.603 0.943
C 0.606 0.988 0.678
O 1.277 -0.497 -1.337
H -0.949 -1.507 0.362
H 0.221 -0.564 -0.724
H -1.150 0.616 1.884
H 1.026 0.284 0.023
H 1.085 1.911 0.981
H 1.577 -1.057 -2.065
*
```

- LUMO: -1.575 eV
- HOMO energy: -0.3607 Ha
- Kohn-Sham gap: 0.3028 Ha



c:
The following is a quantum chemistry calculation of C3H6O2 in the gas phase, from OMol25.

```
! RIJCOSX wB97M-V def2-TZVPD def2/J DEFGRID3
* xyz 0 1
O -2.340 0.916 -0.437
C -1.323 0.347 -0.741
C 0.049 0.804 -0.326
C 0.640 -0.297 0.629
O 1.317 -1.383 0.010
H -1.363 -0.618 -1.290
H 0.607 1.097 -1.232
H -0.078 1.740 0.246
H 1.301 0.241 1.321
H -0.210 -0.716 1.193
H 1.400 -2.131 0.627
*
```

- LUMO: 0.768 eV
- SMILES: O=CCCO
- HOMO energy: -0.3586 Ha
- Kohn-Sham gap: 0.3868 Ha



Here are the energies relative to the best structure, in kJ/mol: a 204.8; b 459.4; c 0.0.



a:
The following is a quantum chemistry calculation of C3H6O2 in the gas phase, from OMol25.

```
! RIJCOSX wB97M-V def2-TZVPD def2/J DEFGRID3
* xyz 0 1
C 1.000 -0.283 -1.131
C 0.211 -0.420 0.141
O 0.443 -1.288 0.959
C -0.899 0.575 0.450
O -1.202 0.529 1.810
H 1.727 -1.096 -1.187
H 1.524 0.680 -1.134
H 0.346 -0.303 -2.009
H -1.772 0.309 -0.173
H -0.599 1.589 0.151
H -0.780 -0.292 2.121
*
```

- LUMO: 0.854 eV
- SMILES: CC(=O)CO
- HOMO energy: -0.3773 Ha
- Kohn-Sham gap: 0.4087 Ha



b:
The following is a quantum chemistry calculation of C3H6O2 in the gas phase, from OMol25.

```
! RIJCOSX wB97M-V def2-TZVPD def2/J DEFGRID3
* xyz 0 1
O -2.510 -1.043 -0.199
C -1.369 -0.866 0.160
C -0.488 0.157 -0.536
C 0.781 0.643 0.146
O 1.633 -0.469 0.339
H -0.951 -1.490 0.975
H -0.196 -0.311 -1.485
H -1.131 1.006 -0.788
H 1.249 1.394 -0.513
H 0.557 1.148 1.099
H 2.424 -0.168 0.802
*
```

- LUMO: 0.720 eV
- SMILES: O=CCCO
- HOMO energy: -0.3578 Ha
- Kohn-Sham gap: 0.3843 Ha



Here are the energies relative to the best structure, in kJ/mol: a 0.0; b 44.2.



a:
The following is a quantum chemistry calculation of C3H6O2 in the gas phase, from OMol25.

```
! RIJCOSX wB97M-V def2-TZVPD def2/J DEFGRID3
* xyz 0 1
C 1.349 0.612 -0.378
C 0.061 0.761 0.003
C -0.641 -0.311 0.721
O -1.767 -0.042 -0.508
O -0.125 -1.561 0.757
H 1.924 1.444 -0.751
H 1.908 -0.293 -0.186
H -0.387 1.742 0.078
H -1.097 -0.058 1.678
H -1.479 -0.503 -1.309
H 0.254 -1.792 -0.104
*
```

- LUMO: 0.754 eV
- SMILES: C=CC(O)O
- HOMO energy: -0.3303 Ha
- Kohn-Sham gap: 0.3580 Ha



b:
The following is a quantum chemistry calculation of C3H6O2 in the gas phase, from OMol25.

```
! RIJCOSX wB97M-V def2-TZVPD def2/J DEFGRID3
* xyz 0 1
O -1.413 0.480 -0.919
C -1.059 -0.245 0.243
C 0.407 -0.615 0.101
C 1.217 0.606 0.206
O 2.351 0.621 -0.475
H -2.305 0.828 -0.799
H -1.663 -1.157 0.348
H -1.192 0.367 1.149
H 0.609 -1.172 -0.818
H 0.718 -1.222 0.966
H 2.330 1.507 -0.001
*
```

- LUMO: 0.919 eV
- HOMO energy: -0.3115 Ha
- Kohn-Sham gap: 0.3453 Ha



Here are the energies relative to the best structure, in kJ/mol: a 0.0; b 117.5.